DFT (ωB97M-V/def2-TZVPD) results for 3 unconnected molecules or ions with the total composition CH6NO4 at a distorted geometry.

Last columns: bonded neighbours and bond lengths (Å).
Cartesian coordinates (Å):
1 O 2.84647 1.91361 1.31165  H7 1.022, H12 0.953
2 O -0.36478 -0.63915 -1.24042  C6 1.260
3 O -1.53147 0.93017 -0.05448  C6 1.261
4 O 1.83529 -0.78258 0.55744  H8 1.025, H11 1.032
5 N -2.36996 -1.14310 -0.52953  C6 1.393, H9 0.985, H10 0.956
6 C -1.34931 -0.19668 -0.59029  O2 1.260, O3 1.261, N5 1.393
7 H 2.28274 1.35953 0.66441  O1 1.022
8 H 2.22401 -1.73044 0.52275  O4 1.025
9 H -2.82136 -1.18781 0.34499  N5 0.985
10 H -2.35876 -1.97273 -1.00428  N5 0.956
11 H 0.87824 -0.86368 0.18030  O4 1.032
12 H 2.19661 2.20039 1.94673  O1 0.953

Its energy above the lowest of the compared OMol25 structures with the same formula, charge and spin is 74.5 kJ/mol. The value obtained for the LUMO energy (alpha / beta) is 0.25 / -4.32 eV. Its HOMO energy (alpha / beta) is -10.533 / -10.532 eV. As for the spin multiplicity: 2. The value obtained for the total energy is -10812.1006 eV. Its expectation value of S² is 0.758.